Formula: C26H64O22
Source: the OMol25 dataset
Level of theory: ωB97M-V with the def2-TZVPD basis set

The HOMO energy comes out at -10.1513 eV. Its net charge is 0. Its molar mass is 728.78 g mol⁻¹. Its LUMO energy is -0.17 eV.

Atoms and positions in Å:
C  -9.2921  3.2783  -0.2366
O  -9.1466  1.9352  -0.5692
H  -8.4491  3.9285  -0.4704
H  -10.0742  3.6471  -0.9001
H  -9.6927  3.4559  0.7614
H  -8.2646  1.6679  -0.3008
C  8.3671  -4.7224  -2.3058
O  7.0595  -5.3327  -2.4589
H  8.7343  -3.9795  -3.0137
H  8.3892  -4.2511  -1.3232
H  9.0025  -5.6080  -2.3054
H  6.5371  -4.8581  -3.1095
C  8.6334  -0.3735  3.5622
O  7.6593  -0.4641  2.5576
H  8.9931  0.6472  3.4324
H  8.3256  -0.7365  4.5428
H  9.4460  -1.0336  3.2588
H  6.8186  -0.3067  2.9935
C  -6.1495  -1.9059  -4.7400
O  -6.5079  -3.1556  -5.2964
H  -6.3823  -0.9358  -5.1791
H  -6.6329  -1.9501  -3.7641
H  -5.0761  -1.9482  -4.5551
H  -6.5566  -3.7533  -4.5467
C  4.7920  5.1962  1.4503
O  4.6583  5.1197  0.0996
H  4.8220  6.2520  1.7198
H  3.9100  4.7702  1.9285
H  5.5489  4.5466  1.8900
H  5.4415  5.3168  -0.4193
C  -8.2680  2.1257  5.3469
O  -9.5771  2.4879  5.6468
H  -8.3135  1.2320  4.7245
H  -7.6240  2.8474  4.8444
H  -7.6735  1.8990  6.2319
H  -9.7814  1.8698  6.3524
C  4.0357  2.3764  6.5307
O  4.0133  1.3016  5.6358
H  4.2083  2.1777  7.5884
H  4.8151  3.0175  6.1188
H  3.1318  2.9552  6.3404
H  3.7556  0.5213  6.1321
C  -1.7642  -0.2311  6.9956
O  -1.4957  -1.5500  7.3107
H  -1.4567  -0.0464  5.9663
H  -2.8485  -0.1206  7.0116
H  -1.3661  0.4650  7.7339
H  -0.5843  -1.6922  7.0446
C  -3.1839  -5.9241  -1.6469
O  -4.4242  -6.5309  -1.8979
H  -2.6195  -5.7660  -2.5659
H  -3.3363  -4.9715  -1.1394
H  -2.4941  -6.5509  -1.0817
H  -4.7083  -6.8676  -1.0450
C  -0.3291  3.1902  -6.9582
O  0.8304  3.4541  -6.0762
H  0.0847  3.3355  -7.9560
H  -0.6956  2.1650  -6.9049
H  -1.1638  3.7996  -6.6117
H  0.7334  4.3772  -5.8312
C  2.0749  -5.9764  3.1599
C  2.9751  -6.9534  2.3302
C  4.3258  -7.0569  2.8759
O  4.6057  -8.4974  2.9564
C  3.3889  -9.1663  2.8217
O  3.1648  -10.3341  2.7327
O  2.4366  -8.2712  2.4318
H  1.0533  -6.1620  2.8285
H  2.3356  -4.9273  3.0201
H  2.1970  -6.1917  4.2214
H  3.0652  -6.5095  1.3388
H  4.4898  -6.5220  3.8113
H  5.0691  -6.6698  2.1789
C  0.8931  0.2193  -1.2319
C  0.1361  1.1555  -0.1697
C  -0.6384  2.3386  -0.7054
O  -1.9491  1.8163  -0.7842
C  -2.0759  0.7141  -0.1427
O  -3.1794  0.1995  0.0598
O  -0.9139  0.3399  0.4563
H  0.2598  0.2367  -2.1190
H  1.3105  -0.7661  -1.0250
H  1.8718  0.6544  -1.4342
H  0.8289  1.5222  0.5878
H  0.0010  2.7077  -1.5072
H  -0.6189  2.9078  0.2240
C  0.4934  9.6567  2.4913
C  -0.6772  9.4411  3.4219
C  -1.8004  8.9051  2.6525
O  -2.3387  7.8490  3.4786
C  -1.4502  7.4660  4.3373
O  -1.5235  6.4846  5.1215
O  -0.4492  8.4321  4.3586
H  0.3976  10.4300  1.7291
H  0.8129  8.7148  2.0454
H  1.3881  9.9971  3.0126
H  -0.8850  10.4009  3.8949
H  -1.7482  8.6679  1.5899
H  -2.6440  9.5874  2.7573
C  -1.0684  -2.5037  -9.8164
C  -0.7401  -3.3664  -8.5436
C  -0.3920  -4.8722  -8.9917
O  1.0190  -4.8635  -8.7009
C  1.3867  -3.7076  -8.1068
O  2.5488  -3.5698  -7.6288
O  0.3911  -2.8062  -8.0465
H  -1.3050  -1.4758  -9.5416
H  -1.9875  -2.8040  -10.3195
H  -0.2468  -2.5772  -10.5290
H  -1.5437  -3.3418  -7.8075
H  -0.7411  -5.1250  -9.9929
H  -0.8193  -5.6211  -8.3249

***

Formula: C26H65F6N4O33S9V
Source: the OMol25 dataset
Level of theory: ωB97M-V with the def2-TZVPD basis set

The HOMO energy comes out at -10.7164 eV. Its net charge is 0. Its molar mass is 1415.34 g mol⁻¹. Its LUMO energy is -4.76 eV.

Atoms and positions in Å:
O  0.7629  -0.2976  3.4036
V  0.0686  -1.3937  2.4640
O  1.1715  -2.3698  1.7713
C  -0.1108  -1.4347  -1.5401
F  0.2315  -1.2674  -2.7977
F  -1.4228  -1.5400  -1.4704
F  0.4730  -2.5367  -1.0686
S  0.5521  -0.0031  -0.4789
O  1.8754  -0.3136  -0.0370
O  0.4097  1.1055  -1.3841
N  -0.4738  -0.1594  0.8763
S  -1.4793  1.1102  0.6311
O  -0.8565  2.3778  0.8956
O  -2.2519  1.0432  -0.5744
C  -2.6690  0.9762  2.0264
F  -2.0237  0.9272  3.1950
F  -3.3926  2.0894  1.9980
F  -3.5024  -0.0594  1.9039
O  1.1970  7.0145  1.6680
S  -0.0978  7.2576  1.0884
O  -1.1720  7.8100  1.8612
O  0.0949  8.3256  -0.1516
C  1.1559  8.0441  -1.0594
C  1.1681  9.1836  -2.0726
C  -0.7371  5.8222  0.1637
H  0.9191  7.1537  -1.6491
H  2.1331  7.9634  -0.5894
H  1.9890  9.1530  -2.7964
H  1.4763  10.1037  -1.5629
H  0.2536  9.3501  -2.6346
H  -1.7530  6.0207  -0.1559
H  -0.6584  5.0114  0.8874
H  -0.0980  5.5712  -0.6783
O  5.0026  -6.1017  -1.4760
S  4.5408  -7.0112  -0.4678
O  5.4647  -7.9505  0.1050
O  3.9607  -6.1265  0.8097
C  2.9054  -5.1676  0.6368
C  3.3552  -3.9749  -0.1935
C  2.9897  -7.8112  -0.9466
H  2.6322  -4.9300  1.6616
H  2.1067  -5.6101  0.0368
H  3.0449  -3.1326  0.4397
H  2.9517  -3.8499  -1.1914
H  4.4256  -3.8014  -0.0741
H  2.5338  -7.1671  -1.6933
H  2.4904  -7.8600  0.0157
H  3.1743  -8.7725  -1.4171
O  0.6804  3.9333  -5.6566
S  -0.0037  2.8607  -4.9889
O  -1.0090  2.1163  -5.6887
O  1.0348  1.8065  -4.2676
C  2.3169  2.3463  -3.9023
C  3.3064  2.2557  -5.0595
C  -0.8124  3.5953  -3.5609
H  2.7313  1.7715  -3.0733
H  2.1480  3.3588  -3.5271
H  3.0849  1.4821  -5.7858
H  4.2963  2.0950  -4.6219
H  3.4409  3.2309  -5.5320
H  -1.6316  4.2274  -3.8967
H  -0.1542  4.2033  -2.9427
H  -1.2412  2.8200  -2.9272
O  5.1619  1.0846  1.2912
S  5.3742  2.1671  2.2336
O  6.6409  2.8353  2.2883
O  4.2726  3.3075  2.0554
C  2.9295  2.8705  1.8549
C  1.9888  3.8330  2.5572
C  4.9356  1.4743  3.8389
H  2.7619  1.8620  2.2456
H  2.7171  2.7714  0.7849
H  2.5041  4.0181  3.5067
H  0.9869  3.4208  2.6553
H  1.9142  4.8385  2.1419
H  3.9172  1.7117  4.1360
H  5.5820  2.0138  4.5340
H  5.1332  0.4106  3.9054
O  -1.8683  -7.6456  0.1522
S  -0.7405  -6.8793  0.5675
O  0.3481  -7.4600  1.3147
O  0.0036  -6.3214  -0.7992
C  -0.8347  -5.6947  -1.7669
C  0.0721  -5.3314  -2.9381
C  -1.2893  -5.2741  1.2841
H  -1.2536  -4.7682  -1.3638
H  -1.7085  -6.2348  -2.1361
H  -0.4723  -4.9441  -3.7937
H  0.6505  -6.2045  -3.2527
H  0.8553  -4.6737  -2.5549
H  -1.3683  -5.4457  2.3573
H  -2.1724  -4.9603  0.7383
H  -0.4564  -4.5681  1.2110
O  -3.1188  -3.7341  -2.6503
S  -4.3325  -3.4724  -3.3747
O  -5.5980  -3.5092  -2.7013
O  -4.2263  -1.9824  -4.0063
C  -3.1066  -1.7094  -4.8391
C  -3.1261  -0.2145  -5.0929
C  -4.3055  -4.5098  -4.8924
H  -3.1592  -2.2862  -5.7693
H  -2.1308  -1.9997  -4.4363
H  -2.2128  0.2080  -5.5094
H  -3.2853  0.3497  -4.1711
H  -3.9028  0.1570  -5.7645
H  -3.2886  -4.8823  -4.9733
H  -4.6889  -3.9496  -5.7352
H  -4.9288  -5.3558  -4.6046
O  -4.0654  3.1693  7.3628
S  -2.6484  2.9581  7.3040
O  -1.7583  4.0059  6.8673
O  -2.1867  2.4204  8.7542
C  -0.7781  2.2132  8.9655
C  -0.7236  1.0828  9.9999
C  -2.3439  1.5112  6.2192
H  -0.2955  3.1372  9.2739
H  -0.2490  1.8368  8.0878
H  -1.1714  1.3059  10.9638
H  0.3187  0.8270  10.2197
H  -1.1112  0.1793  9.5313
H  -2.8054  0.6060  6.6227
H  -1.2846  1.3716  6.0440
H  -3.0334  1.6685  5.3911
C  -5.1451  2.9499  -1.0816
N  -4.0234  3.6048  -1.7959
O  -4.0512  3.6698  -3.0020
O  -3.0936  3.9739  -1.1106
H  -5.1145  1.8801  -1.2649
H  -6.1027  3.3656  -1.3868
H  -5.0352  3.1806  -0.0268
C  -4.5258  -2.7652  0.3572
N  -4.8821  -3.9291  1.2379
O  -5.6733  -3.7923  2.1500
O  -4.5474  -5.0250  0.8111
H  -5.2665  -2.8046  -0.4361
H  -3.4990  -2.9082  0.0395
H  -4.6597  -1.8634  0.9456
C  4.7567  -1.0502  -0.9476
N  5.5131  -1.3352  -2.1999
O  5.0198  -1.0060  -3.2641
O  6.5871  -1.8957  -2.0921
H  4.7319  0.0380  -0.8923
H  5.2329  -1.3832  -0.0349
H  3.7403  -1.3956  -1.0884

***

Formula: C26H65FN9O8P3
Source: the OMol25 dataset
Level of theory: ωB97M-V with the def2-TZVPD basis set

The HOMO energy comes out at -7.8235 eV. Its net charge is 0. Its molar mass is 743.78 g mol⁻¹. Its LUMO energy is 0.30 eV.

Atoms and positions in Å:
C  3.7887  -3.7930  -1.9042
C  5.0821  -3.5075  -2.6008
O  6.0334  -3.8323  -2.0961
N  5.0457  -2.8275  -3.7673
C  4.0750  -3.3516  -4.7228
C  6.3730  -2.6119  -4.3287
C  6.9312  -1.2389  -3.9851
C  5.8302  -0.1743  -4.0280
C  5.2982  -0.0066  -2.6176
P  4.0284  1.3049  -2.4050
C  2.5865  0.9271  -1.2633
N  1.7409  2.1063  -1.0383
C  2.8822  0.7789  -3.8044
O  1.7691  1.6164  -3.6061
C  0.4849  1.1915  -3.6147
O  -0.1598  2.3945  -3.6931
C  -1.0069  2.6798  -2.6172
C  -1.9688  3.7373  -3.0282
O  -2.9314  3.8296  -2.0178
C  4.7972  2.1268  -0.8270
O  5.1482  1.6063  0.1028
N  4.7734  3.5582  -0.9056
C  4.0928  3.9275  0.2494
O  3.2876  3.3346  0.6284
F  4.4711  4.9921  0.8522
H  3.7972  -4.7613  -1.4611
H  3.6987  -3.0843  -1.1058
H  2.9269  -3.6620  -2.5229
H  4.1892  -2.9112  -5.6833
H  4.1510  -4.4196  -4.8393
H  3.0938  -3.0795  -4.4105
H  7.0724  -3.3963  -4.1216
H  6.2545  -2.5945  -5.3907
H  7.4379  -1.2517  -3.0402
H  7.6541  -0.9695  -4.7273
H  6.2629  0.7468  -4.3429
H  5.1084  -0.5375  -4.7260
H  6.1367  0.2400  -2.0076
H  4.8935  -0.9024  -2.2002
H  4.1584  2.5476  -3.1037
H  2.9218  0.5935  -0.2981
H  2.0153  0.1192  -1.6774
H  1.7618  2.7194  -1.8296
H  0.8072  1.7750  -0.9133
H  3.2581  0.9057  -4.8098
H  2.6583  -0.2780  -3.7061
H  0.2960  0.5206  -4.4393
H  0.2263  0.7183  -2.6762
H  -1.6035  1.8363  -2.3097
H  -0.4770  3.0388  -1.7488
H  -2.4327  3.4433  -3.9459
H  -1.4878  4.6896  -3.1228
H  -2.4753  4.3235  -1.3263
H  4.0896  3.7283  -1.6352
O  -3.4914  -3.1625  -1.4561
P  -4.7827  -2.5584  -0.9238
N  -4.7046  -1.0723  -1.7647
C  -5.0841  0.2374  -1.2714
C  -4.8126  -1.1834  -3.2205
N  -4.2729  -2.4838  0.7451
C  -3.6499  -1.2938  1.3755
C  -3.5030  -3.6550  1.1482
N  -6.4056  -2.3243  -0.4149
C  -7.4443  -2.4151  -1.4396
C  -6.9056  -1.9951  0.9047
H  -6.1594  0.3349  -1.0516
H  -4.8497  1.0005  -2.0071
H  -4.5165  0.5227  -0.3880
H  -5.8598  -1.2332  -3.5523
H  -4.3041  -2.0823  -3.5770
H  -4.3365  -0.3431  -3.7204
H  -2.7849  -0.9236  0.8111
H  -3.3151  -1.5464  2.3800
H  -4.3673  -0.4829  1.5217
H  -2.4523  -3.5939  0.8398
H  -3.9299  -4.5651  0.7238
H  -3.5373  -3.7690  2.2330
H  -7.7612  -1.4206  -1.7768
H  -8.3220  -2.9494  -1.0749
H  -7.0861  -2.9692  -2.3066
H  -6.7859  -0.9285  1.1134
H  -6.4243  -2.5696  1.6881
H  -7.9714  -2.2260  0.9841
O  -1.2050  0.1741  3.2673
P  -0.6772  0.4600  4.6675
N  -2.2074  0.8697  5.3787
C  -2.4671  1.8554  6.4011
C  -3.2023  -0.1965  5.3867
N  0.3556  1.8728  4.4121
C  -0.1313  3.2205  4.6323
C  1.1353  1.9513  3.1770
N  0.1295  0.2655  6.1734
C  -0.2113  -0.9165  6.9621
C  1.0857  1.1462  6.8136
H  -2.0019  1.6228  7.3729
H  -3.5386  1.9356  6.5810
H  -2.1626  2.8542  6.0958
H  -3.0750  -0.8733  6.2447
H  -3.1349  -0.7936  4.4765
H  -4.2152  0.2088  5.4173
H  -1.0489  3.4351  4.0647
H  0.6270  3.9481  4.3432
H  -0.3033  3.4100  5.6951
H  0.5409  2.3440  2.3461
H  1.5377  0.9839  2.8776
H  1.9925  2.6079  3.3324
H  -0.9258  -0.6747  7.7590
H  0.6729  -1.3630  7.4188
H  -0.6542  -1.6880  6.3323
H  0.5816  1.9853  7.3019
H  1.8286  1.5279  6.1225
H  1.6488  0.6117  7.5838

***

Formula: C26H67AsF6N6O4
Source: the OMol25 dataset
Level of theory: ωB97M-V with the def2-TZVPD basis set

The HOMO energy comes out at -17.1424 eV. Its net charge is +4. Its molar mass is 716.77 g mol⁻¹. Its LUMO energy is -6.86 eV.

Atoms and positions in Å:
As  -16.5063  7.2165  3.6304
F  -17.3508  7.0142  5.1713
F  -15.6032  8.5882  4.3385
F  -15.7181  7.4615  2.0225
F  -17.5495  5.8050  3.1595
F  -17.6329  8.4211  3.0250
F  -15.2778  5.9510  4.1317
C  -15.4005  17.3899  2.0721
C  -16.4685  16.2814  2.3254
N  -16.1691  15.1292  1.5920
C  -15.0880  14.2491  1.7755
C  -15.3484  13.0912  1.0935
N  -16.4471  13.2764  0.2930
C  -16.9752  14.4765  0.6604
C  -16.9429  12.2912  -0.6767
H  -15.2353  17.7027  1.0411
H  -14.4210  16.9813  2.3209
H  -15.5038  18.2490  2.7349
H  -17.4407  16.6763  2.0307
H  -16.5976  16.0389  3.3802
H  -14.2807  14.5160  2.4414
H  -14.8551  12.1305  1.0918
H  -17.7536  14.9392  0.0719
H  -16.0531  11.7134  -0.9265
H  -17.3792  12.8569  -1.4999
H  -17.8065  11.7377  -0.3080
C  -24.2098  8.6449  3.2116
N  -24.2971  7.6872  1.9868
C  -23.9906  8.5063  0.7690
C  -23.2149  6.5578  2.1210
C  -25.7900  7.2728  1.7731
C  -25.9472  6.0779  0.7177
O  -27.3517  5.7593  0.7162
H  -24.4563  7.9261  3.9931
H  -25.0007  9.3950  3.2162
H  -23.2176  9.0622  3.3835
H  -24.5827  9.4215  0.7653
H  -24.2760  7.9380  -0.1163
H  -22.9403  8.7723  0.6505
H  -22.3809  6.9420  2.7083
H  -23.1127  6.1932  1.0988
H  -23.7827  5.7310  2.5478
H  -26.2944  8.1956  1.4865
H  -26.1274  6.9746  2.7657
H  -25.4062  5.1829  1.0251
H  -25.7703  6.3548  -0.3216
H  -27.8011  6.4730  0.2577
C  -19.0377  12.6915  10.3486
N  -18.7248  12.2535  8.8823
C  -19.9277  11.6157  8.2061
C  -18.4538  13.5970  8.2407
C  -17.5315  11.3066  8.8841
C  -16.0735  11.8498  8.5679
O  -15.7630  12.8046  9.6083
H  -18.3331  13.4391  10.7127
H  -19.0144  11.7717  10.9331
H  -20.0399  13.0941  10.4955
H  -20.1088  10.5602  8.4089
H  -19.7842  11.7798  7.1381
H  -20.8108  12.2014  8.4615
H  -19.1744  14.3780  8.4831
H  -18.3509  13.4524  7.1652
H  -17.5253  13.9874  8.6572
H  -17.7658  10.6597  8.0387
H  -17.5880  10.5875  9.7013
H  -16.0483  12.3666  7.6085
H  -15.2802  11.1031  8.5323
H  -14.9868  13.2898  9.3191
C  -16.4776  -1.0541  8.8323
N  -15.5501  0.1425  9.1347
C  -15.8877  1.4286  8.3652
C  -15.5998  0.4845  10.7196
C  -14.0457  -0.3070  8.8356
C  -13.3289  -1.2542  9.8399
O  -13.9324  -2.5772  10.0025
H  -16.0296  -2.0476  8.8101
H  -16.9056  -0.8082  7.8605
H  -17.3196  -1.1766  9.5135
H  -15.2144  2.1484  8.8306
H  -16.9291  1.7206  8.5009
H  -15.5770  1.2530  7.3353
H  -16.5586  0.9401  10.9671
H  -14.8237  1.1693  11.0613
H  -15.4906  -0.4788  11.2180
H  -13.4566  0.6089  8.7901
H  -13.9506  -0.7497  7.8441
H  -13.0560  -0.8241  10.8036
H  -12.3781  -1.5468  9.3944
H  -13.6045  -3.0359  10.7795
C  -8.6475  5.1738  2.1141
N  -9.6298  4.1712  1.3593
C  -10.2620  5.1458  0.3560
C  -8.7713  2.9649  0.7502
C  -10.7183  3.6825  2.3817
C  -12.0283  3.1516  1.7224
O  -11.7545  2.0627  0.9714
H  -9.1074  6.1618  2.1356
H  -7.7436  5.4453  1.5688
H  -8.5054  4.7262  3.0977
H  -9.5029  5.6829  -0.2127
H  -10.8613  5.8992  0.8671
H  -10.9918  4.7089  -0.3256
H  -8.1583  2.5314  1.5403
H  -8.0742  3.3986  0.0332
H  -9.3537  2.1714  0.2820
H  -10.8543  4.5844  2.9785
H  -10.2493  3.0160  3.1055
H  -12.4971  3.8754  1.0558
H  -12.7933  2.8424  2.4346
H  -11.7204  1.3917  1.6571